Record 1
The molecule C19H15N5O2 in a non-equilibrium geometry. Source: the OMol25 dataset; level of theory: wB97M-V/def2-TZVPD.

Cartesian coordinates (Å):
C1 2.811 4.091 0.611
O1 3.921 3.319 0.229
C2 3.743 1.995 -0.034
C3 4.892 1.294 -0.408
C4 4.822 -0.056 -0.682
C5 3.615 -0.727 -0.596
C6 2.460 -0.038 -0.238
C7 1.192 -0.775 -0.162
C8 -0.053 -0.134 -0.378
C9 -1.215 -0.864 -0.317
C10 -2.527 -0.211 -0.589
O2 -3.389 -0.638 -1.317
N1 -2.644 0.991 0.071
N2 -3.787 1.762 0.036
C11 -4.644 1.975 -1.005
N3 -5.599 2.767 -0.625
N4 -5.393 3.094 0.658
C12 -4.319 2.490 1.061
C13 -1.147 -2.255 -0.037
C14 -2.267 -3.103 0.056
C15 -2.103 -4.433 0.328
C16 -0.821 -4.973 0.524
C17 0.286 -4.177 0.445
C18 0.154 -2.800 0.164
N5 1.270 -2.059 0.094
C19 2.530 1.326 0.047
H1 2.371 3.730 1.547
H2 3.191 5.100 0.761
H3 2.044 4.110 -0.171
H4 5.823 1.834 -0.469
H5 5.716 -0.590 -0.966
H6 3.544 -1.782 -0.805
H7 -0.075 0.910 -0.652
H8 -1.964 1.264 0.767
H9 -4.535 1.527 -1.969
H10 -3.887 2.553 2.038
H11 -3.253 -2.695 -0.106
H12 -2.965 -5.080 0.392
H13 -0.720 -6.026 0.739
H14 1.281 -4.566 0.594
H15 1.641 1.851 0.360

SMILES string: COc1cccc(-c2cc(C(=O)Nn3cnnc3)c3ccccc3n2)c1
Gap between HOMO and LUMO in eV: 7.9932
Relative energy (zero: lowest compared OMol25 entry of this formula, charge and spin) in kcal per mole: 0.0
HOMO energy in eV: -8.629

***

Record 2
A 2-piece molecular cluster, C2H3BrN4 overall in a non-equilibrium geometry. Source: the OMol25 dataset; level of theory: wB97M-V/def2-TZVPD.

Cartesian coordinates (Å):
C1 1.818 0.265 0.566
C2 -0.385 0.019 -0.184
N1 2.799 0.846 0.463
N2 -2.247 -1.085 0.001
N3 -0.354 0.925 -1.119
N4 0.625 -0.321 0.611
Br1 -1.956 -2.166 1.345
H1 -1.198 1.075 -1.651
H2 0.469 1.480 -1.344
H3 0.429 -1.039 1.312

Gap between HOMO and LUMO (alpha / beta) in eV: 7.7011 / 7.6986
Relative energy (zero: lowest compared OMol25 entry of this formula, charge and spin) in kcal per mole: 92.5
HOMO energy (alpha / beta) in eV: -7.635 / -7.646

***

Record 3
The molecule C4H8O2. Source: the OMol25 dataset; level of theory: wB97M-V/def2-TZVPD.

Cartesian coordinates (Å):
C1 1.037 1.426 -0.296
C2 0.510 0.095 0.237
O1 0.135 0.120 1.613
C3 -0.778 -0.347 -0.481
C4 -1.335 -1.725 -0.152
O2 -1.740 -2.491 -0.998
H1 1.988 1.704 0.177
H2 1.258 1.345 -1.370
H3 0.319 2.236 -0.143
H4 1.322 -0.628 0.068
H5 0.913 0.184 2.179
H6 -0.649 -0.295 -1.564
H7 -1.566 0.367 -0.192
H8 -1.414 -1.991 0.921

SMILES string: C[C@@H](O)CC=O
Gap between HOMO and LUMO in eV: 10.4152
Relative energy (zero: lowest compared OMol25 entry of this formula, charge and spin) in kcal per mole: 25.9
HOMO energy in eV: -9.675

***

Record 4
C15H24BrN2O3PPd as an isolated structure in a non-equilibrium geometry. Source: the OMol25 dataset; level of theory: wB97M-V/def2-TZVPD.

Cartesian coordinates (Å):
Pd1 0.519 0.754 -0.617
Br1 3.032 -1.958 -0.617
C1 3.505 -0.118 -0.617
C2 4.852 0.217 -0.617
C3 5.195 1.563 -0.617
C4 4.183 2.518 -0.617
C5 2.847 2.105 -0.617
N1 2.506 0.783 -0.617
C6 1.733 3.142 -0.617
O1 2.067 4.373 -0.617
O2 0.549 2.686 -0.617
H1 5.621 -0.545 -0.617
H2 6.234 1.873 -0.617
H3 4.416 3.580 -0.617
O3 -1.396 0.754 -0.617
C7 -2.019 -0.297 -0.635
C8 -3.535 -0.266 -0.615
C9 -4.174 -0.818 -1.905
C10 -3.330 -1.856 -2.663
C11 -2.835 -3.078 -1.876
C12 -2.064 -2.761 -0.578
N2 -1.351 -1.492 -0.636
H4 -3.931 0.759 -0.440
H5 -3.865 -0.866 0.257
H6 -4.285 0.027 -2.620
H7 -5.194 -1.193 -1.675
H8 -2.426 -1.327 -3.043
H9 -3.887 -2.198 -3.562
H10 -2.137 -3.596 -2.571
H11 -3.657 -3.788 -1.644
H12 -1.366 -3.602 -0.376
H13 -2.759 -2.736 0.286
H14 -0.321 -1.502 -0.602
C13 0.517 -0.869 2.619
P1 0.519 0.754 1.764
C14 -0.885 1.567 2.619
C15 1.926 1.563 2.619
H15 0.517 -0.754 3.707
H16 1.401 -1.448 2.337
H17 -0.369 -1.446 2.337
H18 -0.786 1.510 3.707
H19 -1.829 1.092 2.337
H20 -0.942 2.623 2.337
H21 1.827 1.506 3.707
H22 1.986 2.619 2.337
H23 2.869 1.085 2.337
H24 0.519 -0.938 -0.617

Gap between HOMO and LUMO in eV: 6.1229
Net charge: +2
HOMO energy in eV: -16.089

***

Record 5
C23H31AsGaN2O2S4 as an isolated structure. Source: the OMol25 dataset; level of theory: wB97M-V/def2-TZVPD.

Cartesian coordinates (Å):
Ga1 -0.056 0.170 -0.562
O1 -0.564 1.938 -0.228
S1 -1.257 3.312 0.031
C1 -0.743 3.758 1.726
C2 -2.026 3.926 2.534
C3 -2.958 2.816 2.061
C4 -2.955 2.903 0.541
H1 -0.135 4.659 1.665
H2 -0.133 2.929 2.084
H3 -2.468 4.906 2.349
H4 -1.812 3.860 3.600
H5 -3.966 2.937 2.454
H6 -2.576 1.843 2.381
H7 -3.572 3.729 0.178
H8 -3.249 1.989 0.027
C5 -2.187 -2.268 2.689
As1 -2.380 -2.615 0.799
C6 -1.293 -4.126 0.294
C7 -4.220 -3.033 0.417
S2 -2.119 -0.850 -0.459
H9 -2.487 -3.181 3.206
H10 -2.846 -1.453 2.978
H11 -1.157 -2.025 2.938
H12 -1.620 -4.968 0.905
H13 -0.238 -3.932 0.473
H14 -1.458 -4.359 -0.755
H15 -4.552 -3.851 1.057
H16 -4.309 -3.329 -0.626
H17 -4.837 -2.155 0.595
O2 0.866 -0.438 0.961
S3 1.995 -0.698 2.021
C8 3.446 -1.300 1.174
C9 4.140 -0.525 0.253
C10 5.326 -1.009 -0.267
C11 5.815 -2.247 0.141
C12 5.111 -3.013 1.058
C13 3.917 -2.541 1.583
C14 2.591 0.905 2.540
C15 3.270 0.919 3.751
C16 3.826 2.110 4.192
C17 3.695 3.262 3.428
C18 3.017 3.229 2.217
C19 2.454 2.045 1.765
H18 3.786 0.454 -0.031
H19 5.889 -0.402 -0.964
H20 6.763 -2.601 -0.242
H21 5.496 -3.972 1.376
H22 3.374 -3.121 2.319
H23 3.373 0.012 4.336
H24 4.356 2.135 5.134
H25 4.124 4.191 3.777
H26 2.937 4.128 1.618
H27 1.921 2.021 0.822
S4 1.633 0.476 -2.170
C20 0.564 0.265 -3.479
N1 1.027 0.240 -4.753
C21 0.207 0.025 -5.805
C22 -1.128 -0.166 -5.583
C23 -1.565 -0.095 -4.257
N2 -0.739 0.114 -3.242
H28 2.019 0.376 -4.912
H29 0.654 0.013 -6.790
H30 -1.811 -0.354 -6.397
H31 -2.612 -0.215 -4.004

Gap between HOMO and LUMO in eV: 7.9584
Net charge: +3
HOMO energy in eV: -16.550

***

Record 6
The molecule C4H9ClS in a non-equilibrium geometry. Source: the OMol25 dataset; level of theory: wB97M-V/def2-TZVPD.

Cartesian coordinates (Å):
S1 -2.978 -1.096 -0.066
C1 -1.665 0.250 -0.620
C2 -0.347 0.012 0.008
C3 0.851 0.807 -0.279
C4 2.047 0.027 0.458
Cl1 2.458 -1.435 -0.375
H1 -2.561 -1.771 1.208
H2 -1.682 0.044 -1.699
H3 -2.033 1.180 -0.314
H4 -0.490 -0.136 1.069
H5 0.033 -1.085 -0.266
H6 0.727 1.620 0.372
H7 1.050 1.106 -1.279
H8 2.958 0.820 0.404
H9 1.632 -0.343 1.378

SMILES string: SCCCCCl
Gap between HOMO and LUMO in eV: 9.8944
Relative energy (zero: lowest compared OMol25 entry of this formula, charge and spin) in kcal per mole: 44.6
HOMO energy in eV: -9.088

***

Question: What is the formula in the second record?
Answer: C2H3BrN4